Entry from the OMol25 dataset: a structure of composition C41H58N7P2Sc (ωB97M-V/def2-TZVPD).

Geometry as XYZ:
```
109
Properties=species:S:1:pos:R:3:forces:R:3
Sc -0.972571 0.223023 0.041819 0.615 0.021 0.228
N -1.799306 -2.993496 -0.235467 -0.248 0.110 0.063
P -2.110932 -2.005373 1.134529 0.386 -0.779 0.357
C -3.028522 -3.137136 2.220402 -0.186 0.399 -0.128
C -2.498924 -4.355618 2.641841 0.018 0.040 -0.009
C -3.238004 -5.163488 3.488827 0.034 -0.039 -0.008
C -4.492302 -4.755279 3.928099 -0.011 -0.021 0.011
C -5.018073 -3.541007 3.516592 -0.032 0.024 -0.005
C -4.287518 -2.731873 2.658787 0.052 -0.002 -0.083
C -0.502069 -1.892220 2.018989 -0.340 -0.013 0.038
C 0.595822 -2.734152 1.874938 -0.032 -0.085 -0.079
C 1.663860 -2.622526 2.748776 0.130 -0.061 -0.065
C 1.653208 -1.673880 3.763070 -0.041 0.114 0.016
C 0.566221 -0.826231 3.910867 0.038 0.035 0.024
C -0.502497 -0.936108 3.037859 -0.061 -0.080 -0.101
C -1.811588 -2.470164 -1.515821 0.085 0.144 -0.023
C -2.098330 -3.280551 -2.616593 -0.011 -0.086 -0.113
C -2.035005 -2.741475 -3.880977 0.026 0.040 0.193
C -1.668548 -1.403493 -4.032803 0.028 0.064 -0.075
C -1.417041 -0.667947 -2.904525 0.056 0.001 -0.062
N -1.504882 -1.169255 -1.654665 0.134 -0.331 0.038
H -2.066203 -3.964478 -0.165763 0.055 -0.080 -0.040
H -1.510652 -4.667709 2.326232 0.037 -0.001 0.022
H -2.830670 -6.109905 3.818160 -0.009 -0.003 -0.005
H -5.060279 -5.390845 4.594279 0.007 0.005 0.002
H -5.995791 -3.227531 3.857495 0.003 -0.011 -0.005
H -4.690871 -1.787238 2.311354 -0.057 -0.014 0.020
H 0.610553 -3.489951 1.097644 -0.022 0.034 -0.023
H 2.509867 -3.290425 2.646631 0.004 0.015 -0.010
H 2.490512 -1.590508 4.442588 0.015 -0.048 -0.009
H 0.545411 -0.098304 4.711172 0.027 0.005 -0.016
H -1.386986 -0.322304 3.185332 0.051 0.057 0.028
H -2.362467 -4.318697 -2.465597 -0.003 0.010 0.021
H -2.263900 -3.349559 -4.745478 0.019 -0.023 0.003
H -1.577261 -0.953489 -5.010400 -0.012 0.028 0.022
H -1.103077 0.366849 -2.983027 -0.015 0.006 -0.012
C -5.075764 3.512743 3.202590 -0.301 0.159 0.009
N -3.789301 2.768784 3.235736 0.034 -0.063 -0.006
C -2.685796 3.599828 2.683790 0.251 0.184 -0.104
C -3.870411 1.394068 2.575926 -0.072 -0.244 -0.345
C -4.026182 1.453174 1.077218 0.099 0.152 0.257
C -5.326654 1.538659 0.579824 0.032 -0.050 0.066
C -5.560308 1.720535 -0.772967 0.037 0.017 -0.030
C -4.471347 1.857797 -1.615741 -0.080 -0.016 -0.160
C -3.184272 1.722520 -1.110859 0.367 0.016 0.309
C -2.886698 1.467604 0.245614 -0.137 0.346 -0.124
H -4.942428 4.483709 3.673809 0.087 -0.033 0.024
H -5.841157 2.956411 3.739196 0.066 -0.085 -0.017
H -5.379822 3.653090 2.170263 0.068 -0.030 -0.059
H -3.576033 2.593351 4.217189 0.022 -0.013 0.012
H -2.933025 3.885816 1.666282 -0.059 -0.059 -0.022
H -1.762009 3.027184 2.671940 -0.040 -0.071 0.028
H -2.562321 4.489620 3.297161 -0.092 -0.045 0.062
H -4.711748 0.878699 3.039559 0.010 0.100 0.149
H -2.947015 0.887194 2.844397 0.035 0.045 0.068
H -6.170332 1.443531 1.256216 -0.009 0.034 0.003
H -6.570509 1.771613 -1.155590 0.009 0.019 -0.003
H -4.622703 2.055777 -2.669707 0.002 0.000 0.007
H -2.366461 1.868928 -1.820489 -0.006 -0.110 -0.038
N 0.944485 0.424234 0.114738 -1.217 0.228 -0.288
P 2.022262 0.565502 -1.008219 1.166 -0.099 -0.785
N 1.823753 -0.632118 -2.183266 -0.391 -0.060 0.427
C 2.271158 -0.550905 -3.572050 0.233 0.100 0.060
C 3.539877 -1.363322 -3.820981 -0.105 -0.069 -0.014
C 3.324485 -2.823707 -3.428504 0.101 0.095 0.147
C 2.857147 -2.897203 -1.975632 -0.093 0.049 -0.150
C 1.613983 -2.026167 -1.787781 0.168 -0.014 0.072
N 1.953155 2.009439 -1.851618 -0.302 0.041 0.555
C 2.955027 2.526696 -2.796971 0.114 0.042 -0.070
C 3.356557 3.960754 -2.463838 -0.151 0.013 -0.026
C 2.148306 4.907701 -2.582603 0.001 -0.088 -0.025
C 0.837092 4.137254 -2.377045 0.121 -0.002 0.053
C 1.030490 3.042782 -1.337487 -0.004 -0.005 -0.143
N 3.613046 0.443829 -0.452213 -0.394 0.202 -0.118
C 3.877304 -0.669257 0.478263 0.132 0.042 0.064
C 4.248577 -0.161353 1.868528 -0.008 0.071 -0.091
C 5.544727 0.666899 1.829256 -0.036 -0.065 -0.092
C 5.742335 1.265034 0.433838 -0.126 -0.022 0.099
C 4.402482 1.655473 -0.172916 0.113 0.043 0.033
H 2.426035 0.485025 -3.850826 -0.105 -0.014 -0.047
H 1.460424 -0.945883 -4.199748 0.002 0.018 -0.017
H 4.350547 -0.939966 -3.220319 0.029 0.018 -0.030
H 3.822140 -1.286399 -4.872625 0.020 0.030 0.008
H 4.246967 -3.390463 -3.558880 -0.036 -0.040 -0.042
H 2.567521 -3.272722 -4.080239 0.012 -0.009 -0.027
H 3.657568 -2.542293 -1.325598 -0.012 -0.055 0.035
H 2.622049 -3.927038 -1.693206 0.022 0.010 0.011
H 1.266007 -2.049235 -0.753184 -0.059 -0.020 -0.028
H 0.827244 -2.442422 -2.432029 -0.109 0.019 0.047
H 2.545339 2.515885 -3.812936 0.048 -0.053 -0.007
H 3.827559 1.873066 -2.788275 -0.087 -0.048 -0.121
H 4.152627 4.265853 -3.142891 0.041 0.017 0.036
H 3.759346 3.997819 -1.450641 0.005 0.030 -0.044
H 2.136683 5.394655 -3.557901 0.003 0.021 0.011
H 2.232621 5.695437 -1.832957 -0.009 0.034 -0.028
H 0.512781 3.683090 -3.316737 -0.054 -0.002 0.009
H 0.045422 4.811998 -2.049281 -0.028 -0.012 -0.029
H 0.069416 2.577724 -1.100626 -0.033 0.054 0.001
H 1.402563 3.491657 -0.407289 -0.020 -0.071 0.020
H 4.696097 -1.285545 0.092389 -0.070 -0.055 -0.011
H 2.982601 -1.289653 0.549916 0.028 -0.049 -0.037
H 4.362001 -1.012252 2.540368 -0.049 -0.023 0.064
H 3.417177 0.445887 2.236420 -0.023 -0.039 0.036
H 6.405959 0.047508 2.082918 -0.016 0.003 0.046
H 5.490848 1.463120 2.573431 0.039 -0.004 0.010
H 6.214317 0.533401 -0.225485 0.064 0.049 -0.035
H 6.393944 2.137582 0.472804 0.017 -0.006 -0.023
H 4.583803 2.190622 -1.102114 0.001 -0.069 0.218
H 3.877259 2.333685 0.515524 -0.006 0.034 -0.036
```
Positions in Å, forces in eV/Å.

Computed properties:
ΔE to the lowest compared entry with this formula, charge and spin ... 0.447 eV
Total charge ... +2
Lowest unoccupied orbital energy ... -0.1776 hartree
Electronic energy ... -3423.46971 a.u.



Entry from the OMol25 dataset: a structure of composition C41H59IrN2O2P3Si (ωB97M-V/def2-TZVPD).

Geometry as XYZ:
```
109
Properties=species:S:1:pos:R:3:forces:R:3
Ir 0.043583 -0.202910 -0.501798 1.517 1.087 1.083
C -3.833858 -1.034683 -0.304388 -0.016 -0.059 0.044
C -3.170654 -2.326933 0.170711 0.082 0.285 -0.351
C -3.851846 -3.546074 -0.449602 0.025 -0.061 0.130
P -1.307912 -2.245328 -0.031622 0.100 0.713 -0.126
C -0.616500 -3.428632 -1.310441 -0.092 0.059 0.037
C -0.210740 -4.816959 -0.824510 0.017 0.033 0.022
C -1.474430 -3.522993 -2.579714 0.075 0.039 0.000
C -0.807303 -2.892732 1.601359 -0.030 0.042 -0.005
C -1.229035 -4.148654 2.042345 -0.056 -0.044 0.008
C -0.873041 -4.604244 3.299721 -0.019 0.033 -0.007
C -0.092248 -3.806694 4.128350 -0.025 0.054 0.002
C 0.302277 -2.548382 3.703560 -0.064 -0.052 0.021
C -0.075448 -2.063411 2.448770 0.432 -0.088 -0.148
Si 0.227522 -0.306477 1.853221 -1.096 0.166 -0.635
C -1.276563 0.630320 2.523220 0.272 -0.446 0.583
C -1.754767 0.425550 3.821883 -0.073 0.056 0.046
C -2.835076 1.142434 4.312766 0.057 -0.024 -0.027
C -3.467353 2.073558 3.497685 0.061 -0.005 -0.066
C -3.018261 2.269227 2.201363 -0.057 0.002 0.009
C -1.928643 1.541286 1.711991 -0.377 0.364 -0.162
P -1.141291 1.882937 0.111578 -0.073 -1.531 0.414
C -0.428779 3.574123 0.470645 0.442 -0.264 -0.016
C -1.415820 4.733064 0.330408 -0.070 -0.040 -0.082
C 0.183673 3.619532 1.881852 0.049 0.012 -0.163
C -2.379677 2.057689 -1.234241 0.269 0.275 -0.096
C -1.672472 2.686974 -2.442177 0.010 -0.019 -0.003
C -3.738141 2.690241 -0.939528 0.043 0.027 0.059
C 1.801620 0.299764 2.636100 -0.030 -0.012 -0.141
C 1.927059 0.400909 4.024112 0.001 0.037 -0.007
C 3.175911 0.446486 4.619498 -0.089 -0.038 0.051
C 4.309384 0.365284 3.824792 0.058 0.000 -0.060
C 4.194598 0.328970 2.444226 -0.022 0.247 0.014
C 2.940286 0.352019 1.829604 -0.011 -0.218 0.069
P 2.692452 0.494654 0.016364 -0.458 0.404 -0.089
C 4.256716 -0.161221 -0.750337 -0.293 -0.321 0.019
C 5.580892 0.603534 -0.628966 -0.107 -0.003 -0.050
C 4.377039 -1.640474 -0.367361 -0.021 0.054 -0.046
C 2.719037 2.317246 -0.290155 0.353 0.076 0.013
C 2.805134 2.583310 -1.796235 -0.083 -0.072 0.052
C 3.738487 3.144715 0.497263 -0.200 -0.004 0.029
H -4.906126 -1.065218 -0.095986 0.026 -0.032 0.033
H -3.689447 -0.895965 -1.373484 -0.040 -0.007 -0.035
H -3.409349 -0.175433 0.214335 -0.042 0.026 0.033
H -3.269887 -2.375484 1.256480 0.037 -0.051 0.031
H -4.020286 -3.399192 -1.514803 0.021 -0.009 -0.004
H -4.824814 -3.684207 0.024811 -0.009 0.003 -0.022
H -3.284243 -4.467340 -0.312004 -0.044 -0.011 -0.017
H 0.303438 -2.898721 -1.575851 0.048 -0.044 -0.012
H -1.075802 -5.436378 -0.583371 0.009 -0.001 -0.014
H 0.440915 -4.774293 0.046324 0.006 -0.041 -0.007
H 0.335360 -5.314310 -1.628512 -0.022 -0.006 -0.008
H -2.220812 -4.308963 -2.481880 0.013 -0.015 -0.006
H -0.835181 -3.780369 -3.427051 0.018 -0.016 0.019
H -1.981282 -2.587960 -2.809119 -0.059 -0.076 0.000
H -1.837786 -4.780377 1.408304 0.016 0.007 0.019
H -1.202387 -5.579822 3.632602 0.014 0.001 -0.003
H 0.191472 -4.160235 5.111283 0.027 -0.019 -0.020
H 0.904984 -1.934034 4.360787 0.015 -0.018 0.007
H -1.282243 -0.314944 4.459018 -0.013 0.008 -0.012
H -3.184015 0.978056 5.324354 -0.007 -0.004 -0.014
H -4.303627 2.650649 3.870603 -0.020 -0.041 -0.017
H -3.528094 2.985689 1.576016 0.000 0.034 0.046
H 0.357513 3.709679 -0.273971 -0.033 0.155 -0.044
H -2.248279 4.642127 1.026532 0.002 0.008 0.018
H -1.807759 4.843842 -0.677067 -0.009 0.024 0.053
H -0.887092 5.654754 0.580939 0.017 -0.021 0.008
H -0.605613 3.665580 2.632915 0.007 -0.004 -0.015
H 0.789757 4.521976 1.975527 0.017 0.005 -0.011
H 0.813009 2.763878 2.125787 0.046 -0.054 -0.074
H -2.555155 1.024190 -1.497978 -0.031 -0.133 -0.025
H -1.475769 3.750907 -2.308873 -0.011 -0.024 -0.031
H -2.298476 2.574370 -3.328897 -0.002 -0.010 0.014
H -0.718767 2.191795 -2.643570 0.001 0.004 -0.028
H -3.677111 3.727708 -0.613783 -0.046 -0.031 -0.024
H -4.287223 2.117131 -0.194032 -0.032 0.010 -0.034
H -4.323030 2.667224 -1.861658 0.020 0.001 -0.002
H 1.037437 0.424663 4.644323 0.015 -0.020 0.006
H 3.264589 0.498383 5.697175 0.011 0.045 -0.014
H 5.291268 0.345626 4.279960 -0.005 0.007 -0.015
H 5.095254 0.305597 1.859638 0.038 -0.033 -0.011
H 3.998648 -0.131759 -1.801742 -0.023 -0.086 -0.105
H 5.922530 0.806291 0.379287 0.065 0.020 0.009
H 5.542856 1.549057 -1.164029 0.029 0.035 -0.010
H 6.346466 -0.006188 -1.114476 -0.020 0.000 0.004
H 4.600507 -1.781132 0.691195 0.027 0.017 0.008
H 5.172866 -2.107735 -0.949299 -0.008 0.002 0.011
H 3.447939 -2.166472 -0.594673 0.013 -0.019 -0.016
H 1.733192 2.608742 0.048335 -0.040 0.027 0.066
H 3.764696 2.265758 -2.206123 -0.029 0.012 -0.006
H 2.701423 3.652095 -1.993855 -0.019 0.001 0.013
H 2.018107 2.054645 -2.339859 -0.002 -0.024 -0.023
H 4.761809 2.905435 0.231595 0.101 -0.007 -0.013
H 3.625680 3.011774 1.573613 -0.006 -0.018 -0.003
H 3.582084 4.203619 0.274794 -0.003 -0.012 0.006
C -2.223190 -0.362023 -5.295737 0.000 -0.044 0.060
N -0.907078 -0.498528 -4.682586 -0.040 0.081 -0.001
C 0.219589 -0.685123 -5.432202 0.011 -0.071 -0.196
C 1.413680 -0.848644 -4.861259 0.047 0.111 0.000
C 1.533974 -0.807255 -3.411777 -0.325 -0.193 -0.111
O 2.595629 -1.032015 -2.862241 0.318 -0.105 0.395
N 0.382236 -0.555083 -2.676089 -0.606 -0.065 -0.239
C -0.827871 -0.467879 -3.306968 0.117 -0.055 0.036
O -1.875770 -0.367726 -2.663088 -0.131 -0.040 -0.104
H -2.097671 -0.210909 -6.364454 0.028 -0.009 -0.005
H -2.744541 0.488539 -4.864369 0.001 0.020 -0.017
H -2.826421 -1.252846 -5.122138 0.003 -0.003 -0.004
H 0.076053 -0.713549 -6.503984 -0.030 0.013 0.008
H 2.301462 -1.028695 -5.445966 0.021 0.029 0.042
```
Positions in Å, forces in eV/Å.

Computed properties:
Total charge ... +1
Lowest unoccupied orbital energy (alpha / beta) ... -0.1396 / -0.1415 hartree
Electronic energy ... -3275.52071 a.u.



Which of these has the highest electronic energy?
C41H59IrN2O2P3Si



Look up the electronic energy of the first one.
-3423.46971 a.u.



Look up the electronic energy of the first one.
-3423.46971 a.u.



Number 2 is which compound?
C41H59IrN2O2P3Si